DFT (ωB97M-V/def2-TZVPD) results for a 9-piece molecular cluster, C81H171N9O9 overall at a distorted geometry.

```
270
Properties=species:S:1:pos:R:3:forces:R:3
C -0.591 4.803 6.561 1.04 -0.64 0.91
C -0.033 3.881 5.462 0.59 0.07 -0.21
C -1.095 2.851 5.145 -0.19 -0.16 -0.45
C 0.114 4.684 4.180 -0.05 0.19 -0.80
C 1.309 5.606 4.140 -0.01 -0.11 0.19
C 2.507 4.667 4.163 0.69 -0.24 1.07
C 2.629 3.787 5.495 -0.54 0.40 -0.82
C 3.615 2.633 5.287 0.11 -0.11 -0.20
C 3.147 4.650 6.645 -0.26 -0.09 0.45
N 1.280 3.161 5.738 -0.98 0.94 -1.31
O 1.160 2.511 6.962 0.49 0.37 0.87
H 0.190 5.483 6.908 -0.20 0.37 -0.13
H -1.475 5.347 6.232 0.13 0.00 -0.09
H -0.860 4.212 7.448 -0.15 0.08 -0.21
H -1.960 3.432 4.807 -0.18 -0.35 0.09
H -0.763 2.222 4.316 -0.02 0.00 0.03
H -1.380 2.194 5.960 0.00 0.20 0.29
H 0.265 3.966 3.371 -0.15 -0.04 -0.12
H -0.825 5.194 3.963 -0.07 0.05 0.13
H 1.372 6.221 3.234 -0.28 -0.28 -0.04
H 1.260 6.345 4.955 0.35 -0.35 0.05
H 3.407 5.280 4.013 0.14 -0.50 0.28
H 2.441 3.967 3.319 -0.06 0.21 0.09
H 3.639 1.931 6.124 -0.24 0.26 0.13
H 4.628 3.034 5.195 -0.01 -0.02 -0.17
H 3.375 2.030 4.402 -0.01 0.31 0.03
H 2.416 5.404 6.939 0.01 0.11 0.02
H 4.085 5.165 6.415 -0.17 -0.16 -0.19
H 3.346 4.009 7.512 -0.03 0.13 0.01
H 1.180 3.231 7.625 -0.03 -0.53 0.02
C -2.979 -2.789 0.135 -0.25 0.32 1.18
C -3.103 -3.900 1.221 0.23 -0.23 1.04
C -3.875 -3.412 2.490 0.26 0.39 0.07
C -3.907 -5.098 0.778 -0.25 -0.81 -1.10
C -3.199 -6.010 -0.229 0.11 0.45 -0.17
C -1.944 -6.567 0.435 -0.85 0.00 0.79
C -1.016 -5.418 0.885 -0.25 -0.27 -0.39
C -0.014 -6.022 1.863 0.66 -0.19 0.08
C -0.380 -4.869 -0.417 0.79 1.10 0.50
N -1.807 -4.442 1.701 -0.65 -0.81 -0.10
O -1.030 -3.450 2.365 0.27 -0.24 -0.65
H -2.854 -3.143 -0.886 -0.08 -0.11 0.03
H -3.831 -2.096 0.200 -0.13 -0.50 -0.24
H -2.149 -2.128 0.385 0.21 -0.35 -0.15
H -3.366 -2.534 2.891 -0.24 0.15 0.10
H -4.948 -3.208 2.331 0.49 0.24 -0.49
H -3.903 -4.169 3.289 0.46 -0.06 -0.40
H -4.151 -5.769 1.608 -0.14 0.48 0.27
H -4.829 -4.689 0.350 -0.09 -0.26 0.03
H -3.879 -6.807 -0.544 0.13 0.07 -0.08
H -2.929 -5.401 -1.098 -0.08 -0.32 -0.18
H -1.405 -7.310 -0.164 0.07 0.42 -0.15
H -2.285 -7.129 1.322 0.14 0.19 -0.05
H 0.539 -6.874 1.454 -0.16 0.10 -0.30
H -0.540 -6.410 2.744 -0.04 0.21 -0.12
H 0.749 -5.315 2.192 -0.11 0.12 -0.02
H 0.356 -4.103 -0.147 0.03 0.02 -0.01
H -1.072 -4.353 -1.087 -0.18 -0.22 0.23
H 0.169 -5.593 -1.026 -0.19 -0.30 0.34
H -0.825 -3.859 3.223 -0.30 0.35 -0.16
C 0.735 -2.150 -7.587 -0.52 -0.67 0.94
C -0.516 -3.145 -7.569 -1.66 1.21 -1.73
C -1.405 -2.754 -8.854 0.55 0.42 0.14
C -0.132 -4.637 -7.814 0.33 0.64 0.61
C 0.453 -5.287 -6.559 -0.26 -0.39 0.04
C -0.554 -5.213 -5.408 -0.35 0.44 -0.35
C -1.092 -3.780 -5.118 0.69 0.81 0.93
C -2.325 -3.866 -4.176 0.27 0.45 -0.68
C 0.033 -3.014 -4.274 -0.77 0.33 -0.61
N -1.477 -3.097 -6.405 0.69 -1.82 0.19
O -2.137 -1.861 -6.195 0.69 0.09 0.06
H 1.475 -2.449 -6.835 0.01 -0.16 -0.27
H 1.215 -2.117 -8.570 -0.17 -0.25 0.13
H 0.502 -1.115 -7.308 -0.49 -0.27 -0.15
H -1.908 -1.782 -8.802 0.22 -0.04 0.57
H -0.752 -2.629 -9.727 0.07 -0.33 0.14
H -2.197 -3.460 -9.138 0.38 -0.21 0.47
H -1.019 -5.205 -8.133 0.04 0.29 0.30
H 0.558 -4.708 -8.664 0.05 0.25 0.19
H 0.639 -6.345 -6.790 0.09 0.14 0.16
H 1.406 -4.875 -6.217 0.00 0.24 -0.37
H -0.077 -5.559 -4.481 -0.28 -0.08 -0.15
H -1.393 -5.876 -5.665 0.04 0.15 0.23
H -2.150 -4.625 -3.414 -0.07 -0.09 -0.05
H -3.251 -4.063 -4.728 0.18 -0.29 0.05
H -2.462 -2.907 -3.674 0.00 0.01 0.04
H 0.966 -3.005 -4.835 0.14 -0.06 0.19
H 0.198 -3.400 -3.255 -0.13 -0.39 -0.49
H -0.253 -1.967 -4.096 -0.06 -0.18 -0.34
H -3.070 -2.036 -6.380 0.32 -0.16 -0.05
C -9.415 0.382 -1.329 1.03 -0.03 0.14
C -7.962 0.809 -1.806 -0.58 -0.28 -0.28
C -7.982 2.367 -2.086 -0.14 -1.40 0.21
C -6.955 0.505 -0.661 1.03 -0.35 -1.06
C -6.754 -1.010 -0.405 0.32 -0.03 -0.26
C -6.284 -1.757 -1.697 -0.40 0.60 -0.35
C -7.130 -1.426 -3.017 0.46 0.23 0.47
C -6.221 -1.696 -4.241 0.20 0.86 0.20
C -8.367 -2.322 -3.013 -0.06 -0.62 1.05
N -7.470 0.038 -3.045 1.15 0.76 1.84
O -8.173 0.411 -4.208 -0.29 -0.32 -0.01
H -10.057 1.241 -1.131 -0.02 -0.02 -0.30
H -9.871 -0.322 -2.019 -0.19 0.27 -0.17
H -9.317 -0.141 -0.375 -0.11 -0.06 -0.01
H -7.058 2.732 -2.533 0.01 -0.11 0.00
H -8.836 2.608 -2.716 0.12 0.01 -0.21
H -8.153 2.869 -1.129 0.14 -0.08 -0.06
H -5.977 0.866 -1.021 -0.12 -0.01 -0.01
H -7.116 1.104 0.249 -0.54 -0.39 -0.23
H -5.948 -1.154 0.327 -0.11 0.19 -0.02
H -7.625 -1.468 0.076 -0.12 0.00 -0.36
H -6.274 -2.852 -1.558 -0.40 0.31 0.01
H -5.209 -1.547 -1.839 -0.41 0.42 -0.22
H -5.437 -0.924 -4.258 -0.14 -0.13 0.09
H -6.758 -1.596 -5.187 -0.11 -0.29 0.11
H -5.692 -2.649 -4.191 -0.34 -0.18 0.06
H -8.699 -2.375 -1.967 -0.32 0.13 -0.19
H -8.131 -3.373 -3.236 0.11 0.34 -0.33
H -9.203 -1.987 -3.622 0.19 0.12 -0.22
H -7.473 0.717 -4.800 -0.21 0.05 0.16
C 6.282 -1.956 5.128 -1.37 -0.86 -1.13
C 4.776 -2.160 4.532 -0.01 -1.19 0.68
C 4.185 -3.525 5.096 1.46 -0.25 -1.07
C 3.879 -1.072 5.113 -0.41 0.04 0.87
C 2.508 -0.952 4.460 1.10 0.76 -0.83
C 2.772 -0.727 2.962 -0.28 -0.46 -0.32
C 3.446 -1.951 2.260 -0.25 0.07 0.03
C 2.456 -3.170 2.130 0.95 0.71 1.45
C 3.864 -1.600 0.831 0.21 0.02 -0.25
N 4.719 -2.170 3.033 -0.47 1.44 0.48
O 5.492 -3.190 2.449 0.06 -0.34 0.49
H 6.756 -1.000 4.871 -0.48 -0.07 0.05
H 6.235 -2.101 6.210 -0.12 0.31 -0.09
H 6.944 -2.750 4.765 -0.16 0.02 -0.09
H 4.612 -4.303 4.452 -0.08 -0.08 0.10
H 4.531 -3.776 6.100 -0.18 0.34 0.13
H 3.106 -3.646 5.015 0.04 0.44 0.14
H 3.698 -1.357 6.159 0.30 0.07 0.00
H 4.341 -0.081 5.171 0.17 -0.15 -0.39
H 1.867 -1.808 4.671 0.00 0.10 -0.17
H 2.052 -0.038 4.850 -0.31 -0.21 0.10
H 3.450 0.129 2.825 -0.08 -0.16 0.19
H 1.830 -0.432 2.483 0.18 -0.36 -0.31
H 2.111 -3.382 3.146 -0.22 -0.29 -0.13
H 2.999 -4.048 1.772 -0.19 0.09 -0.20
H 1.572 -2.924 1.538 0.25 -0.03 -0.13
H 4.459 -2.406 0.394 0.05 0.01 0.22
H 4.476 -0.692 0.806 -0.17 0.00 -0.04
H 3.012 -1.511 0.146 -0.06 0.31 0.34
H 6.322 -2.728 2.302 0.16 -0.18 -0.24
C 6.226 -1.663 -4.189 -0.52 0.06 -0.12
C 5.166 -0.773 -3.494 0.98 2.17 1.19
C 4.056 -1.582 -2.900 -1.25 -0.62 0.04
C 5.707 0.131 -2.318 0.87 0.43 0.49
C 6.658 1.295 -2.707 -0.53 -0.77 -1.65
C 5.887 2.255 -3.678 0.71 -0.75 1.30
C 5.289 1.511 -4.856 -0.26 0.02 -0.46
C 4.212 2.425 -5.504 -0.86 -1.25 0.24
C 6.422 1.271 -5.876 0.14 -0.94 0.46
N 4.552 0.297 -4.319 0.98 1.23 1.04
O 3.714 -0.241 -5.227 -0.41 -1.28 -2.44
H 7.191 -1.598 -3.679 0.02 0.14 -0.36
H 5.947 -2.723 -4.223 -0.10 0.22 0.26
H 6.277 -1.358 -5.237 0.53 -0.03 0.06
H 4.395 -2.296 -2.144 0.23 0.17 -0.09
H 3.315 -0.923 -2.446 0.12 0.06 0.15
H 3.483 -2.144 -3.645 0.31 -0.04 -0.07
H 4.830 0.605 -1.860 0.01 -0.33 0.02
H 6.248 -0.409 -1.530 -0.37 -0.49 -0.21
H 7.106 1.785 -1.840 -0.41 0.10 -0.02
H 7.502 0.833 -3.244 -0.01 0.27 0.04
H 6.572 3.002 -4.087 -0.27 0.27 0.28
H 5.071 2.692 -3.097 0.12 0.31 -0.11
H 4.516 3.429 -5.796 0.37 -0.06 0.24
H 3.378 2.457 -4.797 0.18 0.41 0.15
H 3.729 1.943 -6.363 0.50 0.08 -0.08
H 7.164 0.587 -5.459 0.01 -0.04 0.01
H 6.982 2.188 -6.059 -0.38 0.12 -0.31
H 6.069 0.816 -6.802 -0.03 0.23 -0.14
H 4.288 -0.741 -5.858 -0.70 0.23 0.12
C 0.784 -3.665 6.509 0.19 0.58 0.79
C -0.607 -3.781 7.250 1.55 -0.13 -0.80
C -0.955 -5.279 7.268 -0.82 0.22 -1.01
C -0.474 -3.420 8.729 -0.59 0.49 0.26
C -0.290 -1.947 9.008 0.03 0.91 -0.85
C -1.366 -1.115 8.277 -0.27 -0.06 -0.62
C -1.683 -1.491 6.773 1.34 1.22 -0.13
C -2.994 -0.868 6.355 -1.29 -1.22 0.26
C -0.675 -0.726 5.890 1.34 -0.88 0.84
N -1.630 -2.934 6.586 -0.63 -1.05 1.95
O -1.851 -3.353 5.267 0.04 0.12 -0.30
H 1.139 -2.636 6.564 -0.06 0.02 -0.09
H 1.596 -4.216 7.006 -0.46 -0.31 -0.02
H 0.792 -3.942 5.450 -0.42 -0.12 0.19
H -2.015 -5.414 7.494 0.01 -0.05 0.18
H -0.784 -5.712 6.283 -0.03 -0.09 -0.10
H -0.358 -5.850 7.977 0.07 0.26 0.10
H -1.420 -3.709 9.204 0.13 -0.28 0.05
H 0.340 -4.020 9.140 -0.11 0.04 0.09
H -0.337 -1.665 10.065 0.04 -0.40 -0.03
H 0.696 -1.630 8.660 0.07 0.04 -0.03
H -1.057 -0.062 8.225 0.00 -0.16 0.17
H -2.295 -1.110 8.859 -0.01 -0.29 -0.12
H -3.054 0.187 6.616 0.17 0.02 0.02
H -3.823 -1.398 6.842 -0.07 0.20 0.00
H -3.133 -0.986 5.278 0.03 0.14 0.00
H -0.733 0.335 6.100 -0.18 0.12 -0.42
H -0.689 -0.988 4.828 -0.38 0.19 0.13
H 0.303 -1.021 6.262 0.30 0.25 -0.22
H -2.724 -3.757 5.331 0.06 -0.01 -0.31
C 2.046 9.209 -4.840 -0.18 -0.46 -0.93
C 2.287 8.287 -3.651 -0.81 0.41 0.21
C 3.487 8.727 -2.829 1.01 -0.11 -0.16
C 1.131 8.446 -2.670 -1.37 -0.16 0.10
C -0.237 7.892 -3.149 0.98 -0.22 0.00
C -0.030 6.418 -3.517 -0.16 0.59 -0.84
C 1.172 6.116 -4.462 -0.61 -0.14 0.46
C 1.448 4.606 -4.224 0.21 0.45 -0.84
C 0.706 6.348 -5.969 0.81 -0.19 0.04
N 2.373 6.873 -4.012 -0.72 -0.63 0.22
O 3.400 6.650 -4.966 0.41 0.20 0.16
H 2.139 10.267 -4.601 0.05 -0.02 0.08
H 2.686 8.953 -5.690 0.28 0.18 0.28
H 1.042 9.017 -5.230 0.01 0.29 0.17
H 3.391 9.791 -2.610 0.10 0.00 -0.09
H 3.584 8.215 -1.865 -0.28 -0.14 -0.23
H 4.434 8.565 -3.354 -0.05 0.20 -0.10
H 1.409 7.911 -1.760 -0.10 -0.02 0.14
H 1.028 9.507 -2.414 0.13 -0.10 -0.01
H -0.979 7.974 -2.346 0.12 0.03 -0.12
H -0.625 8.452 -4.004 0.09 0.03 0.07
H -0.874 6.078 -4.129 -0.20 -0.18 0.51
H 0.030 5.821 -2.607 0.11 -0.05 -0.01
H 0.491 4.086 -4.311 0.13 -0.17 -0.11
H 1.894 4.359 -3.254 -0.16 0.47 -0.02
H 2.139 4.253 -4.987 -0.10 -0.20 -0.08
H 0.092 5.549 -6.409 -0.01 -0.11 0.77
H 1.566 6.361 -6.647 0.12 0.22 0.30
H 0.142 7.266 -6.147 0.12 0.07 0.36
H 4.155 6.492 -4.386 0.05 -0.18 -0.31
C -1.214 0.172 2.035 -0.17 0.71 -0.67
C -1.532 1.089 0.800 0.92 0.48 -0.68
C -2.961 0.872 0.268 0.28 -0.54 0.01
C -1.260 2.575 1.177 -0.60 0.49 -0.38
C -1.213 3.619 -0.004 -0.28 -1.61 0.51
C -0.092 3.147 -0.926 0.69 0.41 -0.23
C -0.049 1.650 -1.367 -1.43 -0.42 0.18
C -1.023 1.488 -2.569 0.60 0.42 -0.35
C 1.365 1.230 -1.836 -0.01 -0.29 0.37
N -0.462 0.769 -0.208 1.04 -0.02 0.23
O -0.445 -0.641 -0.594 -0.45 1.08 0.22
H -1.682 0.544 2.951 -0.18 -0.08 -0.17
H -1.504 -0.866 1.861 -0.12 0.12 0.12
H -0.133 0.196 2.193 -0.05 0.05 0.02
H -2.956 -0.130 -0.147 -0.20 -0.19 -0.12
H -3.731 0.892 1.046 0.19 0.14 0.08
H -3.265 1.527 -0.550 0.22 0.26 0.17
H -2.042 2.870 1.888 0.18 -0.03 0.09
H -0.284 2.642 1.673 -0.16 -0.13 0.06
H -2.169 3.721 -0.545 0.16 -0.28 0.27
H -0.995 4.612 0.414 0.08 -0.27 -0.16
H 0.841 3.445 -0.427 0.08 -0.41 -0.06
H -0.110 3.740 -1.847 0.07 -0.15 -0.02
H -2.002 1.963 -2.447 0.05 -0.34 0.39
H -1.105 0.440 -2.855 -0.24 -0.03 0.10
H -0.591 2.019 -3.430 0.07 -0.18 0.09
H 1.737 1.783 -2.705 -0.28 0.23 0.18
H 1.398 0.177 -2.134 -0.36 0.13 0.03
H 2.093 1.314 -1.023 -0.09 0.21 0.05
H 0.011 -1.074 0.146 0.03 0.26 -0.26
```
Forces are in eV/Å.

**Energy above the lowest of the compared OMol25 structures with the same formula, charge and spin**: 76.3 kcal per mole
**Calculated total energy**: -118597.1307 eV